1.
Computed, not measured: a 10-piece molecular cluster, C43H62NO21PS overall at a distorted geometry, with ωB97M-V/def2-TZVPD.

## Properties
- M: 992.0 g/mol
- HOMO-LUMO gap: 7.74 eV
- E_LUMO: -0.19 eV
- SMILES: CC(C)=NC1=C([PH2]=S)C(=O)OC1=O.O=C1CCCO1.O=C1CCCO1.O=C1CCCO1.O=C1CCCO1.O=C1CCCO1.O=C1CCCO1.O=C1CCCO1.O=C1CCCO1.O=C1CCCO1
- Energy above the lowest of the compared OMol25 structures with the same formula, charge and spin: 0.00 kcal/mol
- HOMO: -0.291 Ha

The geometry in ORCA input format:
```
! wB97M-V def2-TZVPD RIJCOSX def2/J DEFGRID3
* xyz 0 1
C 0.66570 -0.34854 -0.99957
C 0.09938 0.65497 -2.01200
C 0.92166 1.94994 -2.23650
N -0.97905 0.50558 -2.68243
C -1.81002 -0.51683 -2.19998
C -2.80552 -0.46154 -1.29684
P -3.40244 1.05310 -0.41850
S -5.17070 0.66990 0.30968
C -3.29834 -1.89801 -1.15656
O -4.05141 -2.33125 -0.39594
O -2.65014 -2.71738 -2.09132
C -1.67535 -1.97896 -2.69253
O -0.85809 -2.37254 -3.41491
H 1.76183 -0.26017 -1.06292
H 0.32864 -0.10606 0.03532
H 0.42787 -1.40042 -1.23313
H 0.81294 2.29351 -3.27690
H 0.64265 2.70594 -1.48196
H 1.98696 1.69834 -2.01983
H -2.46362 1.47274 0.55343
H -3.50534 2.04983 -1.43021
O 1.14520 -0.02741 2.02538
C 0.42111 -0.61783 2.77980
C 0.79133 -1.81084 3.63372
C -0.57328 -2.34838 4.04208
C -1.42580 -1.09418 4.03871
O -0.86295 -0.25941 3.00752
H 1.36840 -1.46550 4.49329
H 1.36039 -2.53893 3.06032
H -0.57522 -2.86692 4.99988
H -0.93509 -3.04494 3.28222
H -1.37698 -0.55574 4.98638
H -2.46782 -1.30852 3.80798
O -2.18962 1.10850 7.98390
C -1.02480 1.18844 7.73159
C -0.06367 2.22431 8.26526
C 1.12264 2.07690 7.32318
C 1.03584 0.61609 6.92077
O -0.36749 0.30234 6.93203
H 0.19637 1.96854 9.29366
H -0.49942 3.21904 8.21943
H 2.07869 2.34278 7.77246
H 0.97524 2.71156 6.44643
H 1.54437 -0.04202 7.62993
H 1.44003 0.44113 5.92417
O 3.56555 0.94387 -1.03039
C 4.40524 1.77014 -1.25571
C 5.74757 1.52924 -1.90728
C 6.50181 2.80715 -1.56916
C 5.38038 3.82440 -1.47208
O 4.24485 3.08835 -0.98571
H 5.60282 1.41210 -2.98287
H 6.23075 0.64937 -1.48989
H 7.26459 3.07597 -2.29860
H 6.98942 2.69898 -0.59788
H 5.12457 4.25580 -2.44286
H 5.61411 4.63111 -0.77950
O -3.27832 3.77736 0.65763
C -2.36434 4.53707 0.50626
C -1.01758 4.20600 -0.09720
C -0.17319 5.39728 0.32892
C -1.20726 6.50405 0.42288
O -2.42230 5.85210 0.82688
H -1.12157 4.14534 -1.18273
H -0.63039 3.27048 0.30233
H 0.64340 5.62726 -0.35471
H 0.25761 5.20746 1.31444
H -1.37974 6.99517 -0.53796
H -0.93754 7.25843 1.15990
O 0.38292 -2.30768 -9.59718
C 0.19555 -2.75040 -8.49800
C 0.28375 -4.20785 -8.10136
C -0.42042 -4.21731 -6.75218
C -0.14645 -2.81725 -6.23769
O -0.08915 -1.98876 -7.41662
H 1.33548 -4.48853 -8.01389
H -0.22215 -4.83998 -8.82753
H -0.07216 -4.99826 -6.07775
H -1.49415 -4.35520 -6.89984
H 0.80980 -2.74599 -5.71531
H -0.93094 -2.46227 -5.58190
O -3.01956 3.59399 10.19333
C -4.08657 3.05153 10.24295
C -4.84892 2.45796 9.07945
C -6.24358 2.29025 9.66210
C -5.95561 2.08082 11.13622
O -4.77059 2.84993 11.40136
H -4.39979 1.50160 8.81293
H -4.84475 3.13191 8.22630
H -6.81128 1.47545 9.21398
H -6.81274 3.21396 9.52269
H -5.75206 1.03433 11.37495
H -6.76835 2.43363 11.76999
O -9.19649 -0.88868 10.70532
C -9.63093 0.03627 10.08429
C -10.74853 0.95817 10.51556
C -11.11665 1.64791 9.21189
C -9.80079 1.62964 8.45584
O -9.13612 0.42850 8.87854
H -10.36103 1.66188 11.25464
H -11.58200 0.39408 10.92663
H -11.52355 2.64987 9.34321
H -11.85907 1.05142 8.67728
H -9.16648 2.48406 8.70606
H -9.94903 1.60513 7.37762
O 5.94527 -3.45591 -6.64142
C 5.27016 -3.03634 -7.53966
C 5.77149 -2.45423 -8.84145
C 4.53256 -1.75228 -9.37973
C 3.41100 -2.58844 -8.79572
O 3.91324 -3.06339 -7.53139
H 6.09255 -3.26498 -9.49030
H 6.58815 -1.75700 -8.66815
H 4.49902 -1.68757 -10.46634
H 4.48409 -0.73584 -8.98099
H 3.16850 -3.45155 -9.42034
H 2.51008 -2.00695 -8.63462
O 6.33122 -4.73545 -11.91698
C 7.37647 -4.97540 -11.38609
C 8.35434 -6.06152 -11.77480
C 9.25111 -6.14015 -10.54730
C 9.18440 -4.72293 -10.00854
O 7.86875 -4.25275 -10.34572
H 8.90323 -5.74217 -12.66242
H 7.83917 -7.00031 -11.96237
H 10.26639 -6.47087 -10.76257
H 8.81893 -6.83275 -9.82184
H 9.91934 -4.06413 -10.47771
H 9.31745 -4.68680 -8.92865
*
```

Atom charges from the Löwdin analysis, given in e for atoms 1 to 8: 0.006, -0.305, -0.004, 0.154, -0.199, -0.227, 0.391, 0.141

2.
Computed, not measured: one molecule with the formula C2H3N2OP at a distorted geometry, with ωB97M-V/def2-TZVPD.

## Properties
- M: 102.0 g/mol
- HOMO-LUMO gap: 8.93 eV
- E_LUMO: 0.14 eV
- SMILES: N/N=C\P=C=O
- Energy above the lowest of the compared OMol25 structures with the same formula, charge and spin: 50.60 kcal/mol
- HOMO: -0.323 Ha

The geometry in ORCA input format:
```
! wB97M-V def2-TZVPD RIJCOSX def2/J DEFGRID3
* xyz 0 1
N 1.60703 1.03060 -0.25207
N 1.34891 -0.22808 -0.15328
C 0.17394 -0.72215 -0.25319
P -1.51177 -0.13727 -0.91822
C -2.26026 -0.48813 0.51439
O -2.85763 -0.61528 1.50933
H 2.39422 1.37847 0.21788
H 0.73935 1.61135 -0.32774
H 0.36621 -1.82952 -0.33711
*
```

Atom charges from the Löwdin analysis, given in e for atoms 1 to 8: 0.000, -0.158, -0.459, 0.855, -0.580, 0.100, 0.078, 0.097

3.
Computed, not measured: C4H8O3 as an isolated structure at a distorted geometry, with ωB97M-V/def2-TZVPD.

## Properties
- M: 104.1 g/mol
- HOMO-LUMO gap: 9.81 eV
- E_LUMO: 0.35 eV
- Energy above the lowest of the compared OMol25 structures with the same formula, charge and spin: 90.58 kcal/mol
- HOMO: -0.348 Ha

The geometry in ORCA input format:
```
! wB97M-V def2-TZVPD RIJCOSX def2/J DEFGRID3
* xyz 0 1
C 0.05904 0.40856 -0.07716
C -0.53702 -0.60494 -1.06229
C -0.86485 0.60806 1.12076
C 1.55810 -0.84262 0.49883
O 1.69124 0.46284 0.63809
O 0.15579 1.66594 -0.70965
O 2.58900 -1.29201 -0.10848
H -0.11638 1.63231 -1.63906
H 0.86958 -1.51528 1.03239
H 0.16692 -0.81457 -1.87500
H -0.83477 -1.53950 -0.58108
H -1.43936 -0.19744 -1.52695
H -0.47694 1.38734 1.78179
H -0.96620 -0.30803 1.70691
H -1.85416 0.94936 0.80091
*
```

Atom charges from the Löwdin analysis, given in e for atoms 1 to 8: -0.440, -0.015, -0.023, -0.449, 0.062, 0.016, -0.003, 0.111

4.
Computed, not measured: a 4-piece molecular cluster, C4H15NO3 overall at a distorted geometry, with ωB97M-V/def2-TZVPD.

## Properties
- M: 125.2 g/mol
- HOMO-LUMO gap (alpha / beta): 7.15 / 4.84 eV
- E_LUMO (alpha / beta): 3.26 / 0.96 eV
- ⟨S²⟩: 0.754
- Energy above the lowest of the compared OMol25 structures with the same formula, charge and spin: 50.92 kcal/mol
- HOMO (alpha / beta): -0.143 / -0.143 Ha

The geometry in ORCA input format:
```
! wB97M-V def2-TZVPD RIJCOSX def2/J DEFGRID3
* xyz -1 2
C -1.01845 -0.14847 0.86196
N -0.71467 -1.57573 0.67664
C 2.43832 0.62655 0.10615
O 1.45470 0.70118 -0.90056
C -2.24371 0.35079 0.11032
C -1.94251 0.48672 -1.41595
H -1.23438 -0.03111 1.93918
H -0.19583 0.52404 0.65418
H -0.38116 -1.70485 -0.29841
H 3.39213 0.78077 -0.42270
H 2.23404 1.50390 0.73169
H 2.48799 -0.29656 0.69314
H -2.41399 1.37043 0.46503
H -3.10685 -0.31411 0.17877
H -2.85109 0.42259 -2.01466
H -1.39110 1.40934 -1.56428
H -1.26635 -0.31349 -1.72424
H 1.23776 -2.25902 -2.02236
H 1.29544 -0.20721 -1.38969
O 0.68173 -1.48269 -1.89509
H 1.27323 1.02896 3.38740
H 0.15370 -1.69486 1.19107
O 0.82335 1.27505 2.55990
*
```

Atom charges from the Löwdin analysis, given in e for atoms 1 to 8: -0.358, -0.004, -0.224, -0.220, -0.250, -0.111, 0.085, 0.055

5.
Computed, not measured: a 2-piece molecular cluster, C2H5IP2 overall at a distorted geometry, with ωB97M-V/def2-TZVPD.

## Properties
- M: 217.9 g/mol
- HOMO-LUMO gap (alpha / beta): 6.94 / 7.15 eV
- E_LUMO (alpha / beta): -1.02 / -0.93 eV
- Energy above the lowest of the compared OMol25 structures with the same formula, charge and spin: 55.68 kcal/mol
- HOMO (alpha / beta): -0.292 / -0.297 Ha

The geometry in ORCA input format:
```
! wB97M-V def2-TZVPD RIJCOSX def2/J DEFGRID3
* xyz 0 1
C 0.11463 1.25594 -0.02255
C 1.07984 0.40131 0.64331
P -1.89635 -1.42476 -0.35121
P -0.13693 -2.22768 0.15670
I 2.98974 0.17184 -0.15510
H 0.42043 2.24276 -0.42085
H -0.20266 0.90204 -0.94003
H -0.86373 1.31341 0.41271
H 1.00837 -0.05126 1.68512
H -2.51334 -2.58361 -1.00810
*
```

Atom charges from the Löwdin analysis, given in e for atoms 1 to 8: -0.337, -0.817, 0.220, 0.262, 0.732, 0.088, -0.001, 0.048